(1)
Formula: C6H9N
Source: OMol25
Level of theory: ωB97M-V/def2-TZVPD

* SMILES: CC#CC[C@H]1CN1
* highest occupied orbital energy: -9.39 eV
* relative energy (zero: lowest compared OMol25 entry of this formula, charge and spin): 2.7988 eV
* orbital gap: 10.43 eV
* LUMO: 1.04 eV

Structure (XYZ):
```
16
C6H9N ωB97M-V/def2-TZVPD
C -1.346 3.152 -0.607
C -0.708 1.838 -0.706
C -0.183 0.756 -0.791
C 0.467 -0.559 -0.863
C 1.110 -0.953 0.451
C 0.355 -1.695 1.480
N 1.337 -2.380 0.637
H -2.132 3.150 0.156
H -1.802 3.440 -1.560
H -0.616 3.923 -0.337
H 1.226 -0.557 -1.655
H -0.263 -1.332 -1.134
H 1.873 -0.262 0.811
H -0.682 -1.968 1.291
H 0.594 -1.512 2.525
H 2.197 -2.548 1.150
```



(2)
Formula: C23H16O6PPt
Source: OMol25
Level of theory: ωB97M-V/def2-TZVPD

* charge: +3
* highest occupied orbital energy (alpha / beta): -14.04 / -18.08 eV
* 2S+1: 5
* relative energy (zero: lowest compared OMol25 entry of this formula, charge and spin): 3.5334 eV
* orbital gap (alpha / beta): 3.54 / 4.63 eV
* expectation value of S²: 6.0555
* LUMO (alpha / beta): -10.50 / -13.45 eV

Structure (XYZ):
```
47
C23H16O6PPt ωB97M-V/def2-TZVPD
O -3.288 -8.108 -2.066
C -2.647 -7.362 -1.474
Pt -0.526 -3.373 -0.888
C 0.568 -2.299 0.369
O 1.233 -1.692 1.112
C -0.649 -1.845 -2.263
O -0.743 -1.012 -3.084
C -2.276 -2.690 -0.193
O -3.314 -2.278 0.166
C 0.880 -4.020 -1.859
O 1.698 -4.519 -2.510
H -1.501 -4.025 -1.964
O -0.935 -0.912 -0.343
P -0.207 0.424 -0.336
C 1.411 0.373 -1.293
C 2.637 0.035 -0.692
C 3.837 -0.043 -1.398
C 3.851 0.234 -2.759
C 2.666 0.604 -3.389
C 1.478 0.682 -2.676
C -1.528 1.632 -0.031
C -1.178 3.001 0.085
C -2.083 3.917 0.596
C -3.347 3.503 1.021
C -3.699 2.161 0.926
C -2.794 1.238 0.418
C 0.322 0.663 1.413
C 1.321 1.581 1.674
C 1.754 1.805 2.989
C 1.153 1.129 4.040
C 0.108 0.244 3.782
C -0.313 0.029 2.468
H 2.711 -0.196 0.383
H 4.763 -0.328 -0.883
H 4.789 0.161 -3.317
H 2.683 0.825 -4.466
H 0.561 0.976 -3.206
H -0.170 3.326 -0.195
H -1.799 4.973 0.693
H -4.051 4.226 1.444
H -4.682 1.826 1.275
H -3.072 0.173 0.402
H 1.824 2.134 0.866
H 2.575 2.509 3.183
H 1.496 1.294 5.067
H -0.371 -0.289 4.616
H -1.144 -0.685 2.300
```



(3)
Formula: C57H55FN5O3P2PbS2SbSe4
Source: OMol25
Level of theory: ωB97M-V/def2-TZVPD

* highest occupied orbital energy: -5.17 eV
* relative energy (zero: lowest compared OMol25 entry of this formula, charge and spin): 4.0178 eV
* orbital gap: 3.01 eV
* LUMO: -2.16 eV

Structure (XYZ):
```
131
C57H55FN5O3P2PbS2SbSe4 ωB97M-V/def2-TZVPD
Pb -0.531 2.323 1.366
C 0.823 -6.066 2.340
S 2.377 -5.971 1.427
C 3.370 -4.916 2.528
C 3.323 -3.430 2.195
C 1.911 -2.864 2.262
N 1.885 -1.410 2.068
P 1.524 -0.349 3.384
C 2.872 -0.784 4.543
C 2.890 -1.905 5.370
C 4.010 -2.200 6.132
C 5.126 -1.375 6.079
C 5.115 -0.250 5.268
C 3.992 0.045 4.510
C 0.044 -1.090 4.168
C -0.941 -1.672 3.368
C -2.138 -2.105 3.914
C -2.368 -1.969 5.276
C -1.400 -1.385 6.080
C -0.207 -0.939 5.529
P 1.248 -0.668 0.624
C 1.242 -2.045 -0.590
C -0.002 -2.602 -0.884
C -0.113 -3.657 -1.779
C 1.022 -4.155 -2.401
C 2.263 -3.592 -2.136
C 2.372 -2.542 -1.239
C 2.690 0.304 0.041
C 2.444 1.359 -0.835
C 3.481 2.163 -1.284
C 4.777 1.927 -0.851
C 5.031 0.887 0.033
C 3.993 0.084 0.482
H 0.194 -6.787 1.822
H 0.304 -5.109 2.375
H 0.997 -6.424 3.354
H 4.392 -5.289 2.459
H 3.032 -5.093 3.552
H 3.733 -3.269 1.196
H 3.957 -2.884 2.901
H 1.468 -3.103 3.233
H 1.292 -3.359 1.513
H 2.023 -2.551 5.426
H 4.011 -3.073 6.772
H 5.997 -1.604 6.678
H 5.976 0.405 5.236
H 3.977 0.931 3.885
H -0.787 -1.759 2.298
H -2.900 -2.528 3.270
H -3.303 -2.302 5.705
H -1.581 -1.254 7.139
H 0.518 -0.446 6.165
H -0.888 -2.195 -0.408
H -1.084 -4.091 -1.984
H 0.942 -4.987 -3.090
H 3.150 -3.980 -2.621
H 3.341 -2.098 -1.045
H 1.425 1.560 -1.154
H 3.272 2.991 -1.950
H 5.585 2.566 -1.183
H 6.039 0.709 0.386
H 4.184 -0.707 1.196
S -3.568 1.772 5.162
C -4.175 0.955 3.765
C -5.413 0.348 3.565
C -5.646 -0.272 2.355
C -4.668 -0.284 1.351
C -3.446 0.324 1.540
C -3.200 0.947 2.765
N -2.013 1.558 3.135
C -2.050 2.000 4.366
C -0.910 2.550 5.118
C -0.732 2.080 6.422
C 0.315 2.523 7.206
C 1.199 3.462 6.691
C 1.017 3.954 5.412
C -0.033 3.515 4.606
H -6.172 0.369 4.335
H -6.602 -0.745 2.175
H -4.882 -0.770 0.408
H -2.698 0.330 0.757
H -1.423 1.351 6.821
H 0.428 2.151 8.216
H 2.014 3.836 7.296
H 1.670 4.727 5.030
C -2.386 4.582 -6.040
C -3.394 3.549 -5.559
N -2.867 2.717 -4.481
C -3.129 3.084 -3.196
C -2.623 2.512 -2.077
C -3.078 3.174 -0.764
O -4.176 3.698 -0.800
O -2.254 3.210 0.217
C -1.771 1.358 -2.221
O -1.360 0.636 -1.311
C -1.423 1.013 -3.625
C -0.529 -0.032 -3.851
C -0.180 -0.377 -5.126
F 0.772 -1.323 -5.318
C -0.753 0.252 -6.237
C -1.651 1.281 -6.017
C -1.979 1.692 -4.717
N -0.477 -0.145 -7.579
C 0.053 0.844 -8.500
C -0.632 0.638 -9.869
N -1.246 -0.731 -9.838
C -0.233 -1.737 -9.383
C 0.038 -1.469 -7.883
H -2.813 5.186 -6.841
H -1.477 4.108 -6.410
H -2.108 5.249 -5.224
H -3.728 2.906 -6.375
H -4.287 4.034 -5.169
H -3.816 3.912 -3.069
H -0.100 -0.554 -3.010
H -2.123 1.752 -6.869
H 1.141 0.743 -8.606
H -0.146 1.846 -8.132
H 0.072 0.659 -10.698
H -1.434 1.349 -10.058
H -1.673 -0.977 -10.729
H -1.964 -0.697 -9.106
H 0.650 -1.589 -10.001
H -0.629 -2.733 -9.563
H 1.111 -1.569 -7.699
H -0.478 -2.203 -7.270
Se -1.386 8.282 3.789
Sb -2.685 6.351 4.296
Se -0.323 4.489 2.989
Se -4.371 5.536 2.834
Se -2.560 5.395 6.484
```



(4)
Formula: C5H14O
Source: OMol25
Level of theory: ωB97M-V/def2-TZVPD

* SMILES: CC(C)(C)C.O
* highest occupied orbital energy: -10.74 eV
* relative energy (zero: lowest compared OMol25 entry of this formula, charge and spin): 0.3991 eV
* orbital gap: 11.51 eV
* LUMO: 0.77 eV

Structure (XYZ):
```
20
C5H14O ωB97M-V/def2-TZVPD
C -0.128 -0.537 -0.911
C -0.005 -0.243 0.619
C -1.126 -1.034 1.318
C 1.356 -0.551 1.149
C -0.281 1.248 0.859
H 0.604 0.083 -1.455
H -1.139 -0.288 -1.274
H 0.075 -1.598 -1.134
H -0.897 -0.788 2.369
H -1.125 -2.131 1.205
H -2.135 -0.657 1.081
H 2.069 0.288 1.097
H 1.805 -1.426 0.651
H 1.182 -0.800 2.209
H 0.416 1.754 0.170
H -0.092 1.616 1.882
H -1.313 1.514 0.575
O 0.479 1.474 -3.324
H 0.561 0.504 -3.179
H -0.306 1.572 -3.908
```



(5)
Formula: C19H10Cl4NO6S
Source: OMol25
Level of theory: ωB97M-V/def2-TZVPD

* charge: -1
* highest occupied orbital energy: -3.52 eV
* relative energy (zero: lowest compared OMol25 entry of this formula, charge and spin): 1.2093 eV
* orbital gap: 3.20 eV
* LUMO: -0.33 eV

Structure (XYZ):
```
41
C19H10Cl4NO6S ωB97M-V/def2-TZVPD
Cl 3.307 -6.251 3.084
C 2.705 -4.729 2.605
C 3.539 -3.629 2.604
Cl 5.127 -3.714 3.176
C 3.058 -2.290 2.246
O 3.764 -1.297 2.307
C 1.567 -2.170 1.821
O 1.058 -1.072 1.659
C 0.814 -3.424 1.761
Cl -0.812 -3.299 1.317
C 1.340 -4.635 2.163
Cl 0.354 -6.030 2.187
C 2.381 4.984 -3.038
C 2.669 3.629 -3.199
C 2.069 2.664 -2.375
C 1.199 3.033 -1.342
S 0.594 1.755 -0.175
C -0.702 0.950 -1.016
C -1.825 0.275 -0.481
C -2.999 0.256 -1.299
C -4.139 -0.428 -0.971
C -4.185 -1.119 0.267
N -5.251 -2.026 0.568
O -5.223 -2.634 1.664
O -6.157 -2.178 -0.279
C -3.096 -1.031 1.157
C -1.934 -0.397 0.792
O 1.728 0.909 0.094
O 0.009 2.505 0.912
C 0.846 4.394 -1.241
C 1.450 5.356 -2.069
H 2.867 5.732 -3.666
H 3.368 3.318 -3.977
H 2.295 1.612 -2.542
H -0.810 1.395 -2.015
H -2.987 0.859 -2.209
H -5.019 -0.489 -1.600
H -3.199 -1.518 2.127
H -1.062 -0.399 1.459
H 0.102 4.720 -0.512
H 1.191 6.412 -1.963
```



(6)
Formula: C3H4N2O
Source: OMol25
Level of theory: ωB97M-V/def2-TZVPD

* SMILES: Oc1c[nH]cn1
* highest occupied orbital energy: -8.28 eV
* relative energy (zero: lowest compared OMol25 entry of this formula, charge and spin): 0.4428 eV
* orbital gap: 9.21 eV
* LUMO: 0.93 eV

Structure (XYZ):
```
10
C3H4N2O ωB97M-V/def2-TZVPD
O 2.217 -0.419 0.010
C 0.895 -0.138 0.001
C -0.136 -1.028 0.130
N -1.271 -0.236 0.055
C -0.867 1.042 -0.111
N 0.444 1.139 -0.147
H 2.668 0.429 -0.109
H -0.168 -2.097 0.262
H -2.223 -0.560 0.111
H -1.561 1.868 -0.202
```



(7)
Formula: C3H8NO
Source: OMol25
Level of theory: ωB97M-V/def2-TZVPD

* charge: -1
* SMILES: CNCC[O-]
* highest occupied orbital energy: -2.50 eV
* relative energy (zero: lowest compared OMol25 entry of this formula, charge and spin): 0.6498 eV
* orbital gap: 7.08 eV
* LUMO: 4.58 eV

Structure (XYZ):
```
13
C3H8NO ωB97M-V/def2-TZVPD
C -0.134 -1.749 -0.435
N -0.375 -0.377 -0.845
C 0.592 0.593 -0.314
C -0.147 1.508 0.779
O -1.321 0.984 1.178
H -0.745 -2.060 0.407
H 0.881 -1.896 -0.058
H -0.270 -2.482 -1.238
H -1.209 -0.075 -0.319
H 0.891 1.246 -1.150
H 1.494 0.134 0.100
H -0.246 2.513 0.284
H 0.588 1.659 1.610
```



(8)
Formula: C6H8N2
Source: OMol25
Level of theory: ωB97M-V/def2-TZVPD

* highest occupied orbital energy: -7.89 eV
* relative energy (zero: lowest compared OMol25 entry of this formula, charge and spin): 5.6506 eV
* orbital gap: 8.67 eV
* LUMO: 0.78 eV

Structure (XYZ):
```
16
C6H8N2 ωB97M-V/def2-TZVPD
C -1.307 -1.155 -0.458
N -0.910 0.202 -0.053
C 0.644 0.624 -0.175
C -0.946 0.634 1.686
C 0.952 1.698 -0.929
N 0.143 1.042 1.986
C 1.534 -0.474 -0.043
C 2.263 -1.416 0.119
H -1.441 0.897 -0.575
H -1.876 0.285 2.117
H -0.779 -1.869 0.171
H -1.038 -1.333 -1.501
H -2.386 -1.278 -0.346
H 0.261 2.519 -1.054
H 1.969 1.852 -1.253
H 2.916 -2.227 0.307
```